1.
9 unconnected molecules or ions with the total composition C33H77N2O8S2. Source: the OMol25 dataset; level of theory: wB97M-V/def2-TZVPD.

```
122
Properties=species:S:1:pos:R:3:lowdin_charge:R:1
C 1.462 -3.880 1.546 -0.102
C 1.327 -2.505 2.208 -0.223
C 0.751 -1.368 1.337 -0.197
C -0.166 -1.805 0.209 -0.156
N -0.382 -0.728 -0.830 -0.179
C 0.134 -1.143 -2.144 -0.213
C 1.665 -1.149 -2.115 -0.148
C 2.272 0.068 -2.822 -0.167
C 3.608 0.474 -2.196 -0.129
C 3.442 1.217 -0.901 -0.167
C 4.249 0.924 0.207 0.051
C 4.124 1.605 1.403 0.007
C 3.168 2.582 1.510 -0.036
N 2.407 2.853 0.448 0.125
C 2.515 2.218 -0.732 0.016
C -1.669 -0.227 -0.851 -1.092
S -2.742 -0.355 -2.059 0.779
S -2.116 0.666 0.637 0.896
C -1.131 2.170 0.377 -0.441
C -0.805 2.874 1.696 -0.305
C 0.099 2.077 2.633 -0.109
H 1.721 -3.815 0.490 0.066
H 2.257 -4.447 2.024 0.049
H 0.545 -4.460 1.645 0.082
H 0.754 -2.604 3.129 0.105
H 2.329 -2.204 2.518 0.098
H 0.158 -0.717 1.972 0.071
H 1.565 -0.748 0.953 0.085
H -1.140 -2.056 0.623 0.124
H 0.237 -2.649 -0.341 0.109
H -0.259 -2.114 -2.449 0.101
H -0.219 -0.426 -2.882 0.093
H 1.994 -1.153 -1.075 0.092
H 2.038 -2.065 -2.572 0.126
H 1.571 0.898 -2.733 0.099
H 2.405 -0.144 -3.880 0.128
H 4.145 1.124 -2.893 0.118
H 4.242 -0.388 -1.992 0.126
H 4.983 0.134 0.114 0.138
H 4.760 1.373 2.242 0.131
H 2.988 3.139 2.415 0.145
H 1.704 3.576 0.543 0.170
H 1.845 2.527 -1.521 0.150
H -1.755 2.834 -0.220 0.085
H -0.224 1.908 -0.169 0.053
H -1.755 3.060 2.200 0.085
H -0.375 3.850 1.459 0.072
H 0.822 1.482 2.074 0.042
H -0.481 1.380 3.235 0.068
H 0.631 2.723 3.331 0.075
C -4.858 -0.293 4.364 -0.079
C -4.882 1.128 3.841 -0.303
O -3.623 1.786 4.027 -0.106
H -4.601 -0.306 5.424 0.079
H -5.829 -0.771 4.235 0.080
H -4.112 -0.887 3.830 0.072
H -5.612 1.729 4.382 0.114
H -5.147 1.144 2.779 0.114
H -2.964 1.308 3.521 0.046
C -1.946 -2.627 -6.571 -0.087
C -1.724 -3.751 -5.578 -0.313
O -1.297 -3.269 -4.303 -0.111
H -1.033 -2.045 -6.697 0.073
H -2.248 -3.018 -7.543 0.076
H -2.729 -1.950 -6.220 0.073
H -0.934 -4.418 -5.921 0.110
H -2.638 -4.341 -5.462 0.110
H -1.986 -2.684 -3.966 0.042
C -5.052 5.803 3.956 -0.078
C -5.298 4.814 2.833 -0.300
O -4.104 4.146 2.430 -0.114
H -4.316 6.549 3.652 0.066
H -5.972 6.318 4.234 0.079
H -4.665 5.293 4.841 0.077
H -5.672 5.323 1.946 0.116
H -6.047 4.075 3.138 0.106
H -3.754 3.660 3.189 0.046
C -6.695 1.429 -2.070 -0.092
C -6.933 0.447 -3.202 -0.320
O -5.754 0.210 -3.967 -0.100
H -6.325 2.377 -2.463 0.076
H -7.615 1.616 -1.515 0.073
H -5.946 1.043 -1.374 0.060
H -7.666 0.838 -3.905 0.111
H -7.318 -0.501 -2.810 0.108
H -5.090 -0.151 -3.372 -0.005
C 6.263 3.789 -3.734 -0.091
C 5.004 4.476 -4.227 -0.306
O 3.828 3.718 -3.936 -0.091
H 6.355 2.798 -4.180 0.075
H 7.151 4.368 -3.988 0.078
H 6.237 3.670 -2.647 0.067
H 5.020 4.582 -5.310 0.117
H 4.919 5.475 -3.790 0.112
H 3.770 3.611 -2.982 0.045
C 2.054 -9.021 0.291 -0.080
C 1.564 -7.689 -0.240 -0.294
O 2.596 -6.696 -0.240 -0.104
H 2.440 -8.904 1.304 0.072
H 1.248 -9.754 0.307 0.079
H 2.859 -9.415 -0.334 0.076
H 0.775 -7.288 0.393 0.112
H 1.165 -7.798 -1.252 0.112
H 3.299 -7.008 -0.820 0.090
C 6.258 -6.508 2.163 -0.091
C 4.918 -6.772 2.827 -0.317
O 3.870 -5.993 2.264 -0.110
H 6.518 -5.451 2.244 0.072
H 7.050 -7.098 2.624 0.075
H 6.219 -6.762 1.101 0.070
H 4.959 -6.508 3.883 0.112
H 4.669 -7.837 2.757 0.105
H 3.795 -6.222 1.326 0.043
C -0.784 6.555 2.578 -0.087
C -1.516 7.020 1.331 -0.315
O -2.155 5.949 0.651 -0.086
H -0.039 5.800 2.316 0.047
H -0.280 7.386 3.074 0.077
H -1.482 6.104 3.287 0.072
H -0.818 7.458 0.617 0.110
H -2.250 7.790 1.592 0.112
H -2.794 5.560 1.261 0.046
```

Calculated values
Gap between HOMO and LUMO in hartree: 0.234
Net charge: +1
Maximum force in eV/Å: 0.983
Calculated total energy in eV: -76492.843
LUMO in eV: -4.185
Multiplicity: 1

---

2.
A molecular structure, C35H46BBrN10O2Si2Y. Source: the OMol25 dataset; level of theory: wB97M-V/def2-TZVPD.

```
98
Properties=species:S:1:pos:R:3:lowdin_charge:R:1
Y 0.127 -0.140 -0.179 1.569
C -0.156 -3.470 1.721 -0.024
C -1.383 -2.820 1.184 -0.336
C -2.608 -3.425 0.884 0.007
C -3.427 -2.390 0.486 -0.045
N -2.728 -1.250 0.554 0.032
N -1.465 -1.503 0.973 -0.012
B -3.168 0.185 0.265 -0.663
N -2.470 1.118 1.284 0.030
C -3.045 1.926 2.186 -0.046
C -2.089 2.798 2.659 -0.008
C -0.920 2.453 1.974 -0.354
C 0.394 3.151 1.977 -0.009
N -1.160 1.417 1.173 -0.009
N -2.720 0.688 -1.140 0.005
C -3.489 0.752 -2.237 -0.057
C -2.820 1.472 -3.202 0.001
C -1.604 1.825 -2.599 -0.355
C -0.520 2.700 -3.126 -0.024
N -1.548 1.318 -1.370 0.017
N -4.672 0.367 0.334 -0.012
C -5.296 1.535 0.048 -0.101
C -6.649 1.325 0.121 -0.016
C -6.778 -0.033 0.468 -0.350
C -8.026 -0.819 0.676 -0.037
N -5.582 -0.584 0.589 0.110
H -0.161 -4.527 1.467 0.090
H -0.119 -3.372 2.808 0.081
H 0.732 -3.000 1.295 0.054
H -2.849 -4.467 0.943 0.104
H -4.459 -2.381 0.200 0.101
H -4.086 1.848 2.429 0.125
H -2.211 3.566 3.395 0.102
H 0.337 4.044 2.596 0.086
H 0.644 3.438 0.953 0.085
H 1.192 2.510 2.342 0.038
H -4.460 0.298 -2.264 0.131
H -3.149 1.705 -4.195 0.104
H -0.330 2.492 -4.175 0.076
H 0.392 2.538 -2.554 0.060
H -0.813 3.747 -3.032 0.086
H -4.732 2.415 -0.188 0.129
H -7.432 2.035 -0.055 0.097
H -8.900 -0.185 0.549 0.072
H -8.041 -1.248 1.677 0.076
H -8.083 -1.642 -0.036 0.075
C 2.662 -1.948 3.646 -0.159
Si 1.871 -0.296 3.067 0.471
C 0.067 -0.321 3.667 -0.154
C 2.777 1.128 4.000 -0.176
N 1.930 -0.070 1.330 -0.125
C 3.114 0.005 0.700 -0.297
C 4.348 -0.074 1.392 -0.058
C 5.562 -0.038 0.769 -0.071
C 5.620 0.125 -0.620 -0.071
C 4.461 0.227 -1.337 -0.052
C 3.173 0.146 -0.752 -0.296
N 2.043 0.181 -1.479 -0.119
Si 2.130 -0.033 -3.224 0.502
C 2.903 1.562 -3.981 -0.172
C 3.127 -1.612 -3.673 -0.153
C 0.453 -0.338 -4.083 -0.145
H 2.441 -2.115 4.696 0.030
H 3.742 -1.960 3.534 0.018
H 2.277 -2.795 3.087 0.009
H 0.024 -0.761 4.658 0.035
H -0.574 -0.909 3.019 -0.005
H -0.360 0.673 3.740 0.013
H 2.098 1.697 4.628 0.023
H 3.259 1.824 3.317 0.023
H 3.552 0.736 4.652 0.025
H 4.316 -0.180 2.461 0.062
H 6.472 -0.128 1.346 0.107
H 6.576 0.169 -1.120 0.106
H 4.520 0.375 -2.399 0.064
H 3.939 1.408 -4.266 0.019
H 2.882 2.383 -3.270 0.025
H 2.372 1.877 -4.872 0.017
H 4.202 -1.471 -3.715 0.019
H 2.813 -1.994 -4.641 0.029
H 2.929 -2.383 -2.932 0.022
H -0.401 -0.075 -3.474 -0.005
H 0.344 -1.392 -4.322 0.028
H 0.380 0.212 -5.016 0.036
Br 1.134 -6.312 -5.014 0.723
C -0.151 -5.162 -4.207 -0.668
C -1.461 -5.201 -4.656 -0.126
C -2.392 -4.341 -4.098 -0.062
C -2.005 -3.436 -3.129 -0.007
C -0.685 -3.410 -2.688 -0.127
C 0.250 -4.289 -3.215 -0.063
C -0.277 -2.347 -1.727 -0.621
O 0.760 -2.427 -1.036 -0.039
O -1.028 -1.334 -1.675 -0.144
H -1.743 -5.889 -5.436 0.099
H -3.416 -4.371 -4.439 0.107
H -2.707 -2.734 -2.704 0.115
H 1.268 -4.262 -2.860 0.108
```

Calculated values
Gap between HOMO and LUMO (alpha / beta) in hartree: 0.292 / 0.248
Maximum force in eV/Å: 1.314
Calculated total energy in eV: -143566.215
LUMO (alpha / beta) in eV: 0.603 / -1.526
Multiplicity: 2

---

3.
4 unconnected molecules or ions with the total composition C5H19NO3. Source: the OMol25 dataset; level of theory: wB97M-V/def2-TZVPD.

```
28
Properties=species:S:1:pos:R:3:lowdin_charge:R:1
C -0.638 1.956 1.786 0.047
C -0.586 0.617 0.972 -0.375
C -1.863 0.371 0.142 -0.143
C -1.551 0.167 -1.347 -0.239
C -1.117 1.458 -2.041 -0.084
N -0.384 -0.417 1.900 0.248
H -0.776 2.761 1.080 0.111
H 0.270 2.132 2.334 0.095
H -1.448 1.945 2.486 0.093
H 0.295 0.686 0.329 0.132
H -2.541 1.216 0.234 0.123
H -2.376 -0.503 0.529 0.115
H -2.470 -0.197 -1.832 0.126
H -0.791 -0.596 -1.506 0.095
H -0.159 1.799 -1.647 0.068
H -1.825 2.291 -1.875 0.092
H -0.998 1.305 -3.109 0.083
H -1.197 -0.540 2.579 0.198
H 0.500 -0.330 2.456 0.187
H 1.617 -2.147 -0.608 -0.001
H 3.199 -2.315 -0.602 0.115
O 2.438 -1.764 -0.977 -0.085
H -0.676 -2.556 -0.529 0.083
H -0.065 -2.100 0.830 -0.010
O 0.058 -2.682 0.104 -0.007
H 3.150 1.286 -1.032 0.071
H 2.594 -0.109 -0.523 -0.024
O 2.670 0.846 -0.281 -0.113
```

Calculated values
Gap between HOMO and LUMO (alpha / beta) in hartree: 0.392 / 0.190
Net charge: +1
Maximum force in eV/Å: 3.547
ΔE to the lowest compared entry with this formula, charge and spin in kJ/mol: 0.00
Calculated total energy in eV: -13117.207
LUMO (alpha / beta) in eV: -3.361 / -8.838
Multiplicity: 2